Formula: C3H6N2O2
Source: the Open Molecules 2025 dataset
Level of theory: ωB97M-V/def2-TZVPD

The geometry in XYZ format:
```
13
Properties=species:S:1:pos:R:3:lowdin_charge:R:1
O -0.62159 -1.51527 -0.82682 0.094
O -1.69240 2.38016 0.99983 0.131
N -0.44046 0.73572 -0.91889 0.086
N -0.72956 0.37524 1.73138 0.128
C 1.54538 -0.66243 -0.35075 -0.010
C 0.11733 -0.42787 -0.68239 -0.551
C -1.17158 1.31534 1.06842 -0.450
H 1.92539 0.15652 0.26129 0.086
H 2.12407 -0.71088 -1.27759 0.094
H 1.65569 -1.59921 0.19715 0.090
H -1.49929 -1.23572 -1.13918 0.132
H 0.26380 1.46775 -1.03221 0.077
H -1.47678 -0.27935 1.96977 0.094
```

## Properties
total charge: 0
SMILES: [H]/N=C(\C)O.N=C=O
HOMO: -9.5 eV
electronic energy: -377.869758 hartree
relative energy (zero: lowest compared OMol25 entry of this formula, charge and spin): 56.2 kcal/mol



Formula: C14H13F3N4O2
Source: the Open Molecules 2025 dataset
Level of theory: ωB97M-V/def2-TZVPD

The geometry in XYZ format:
```
36
Properties=species:S:1:pos:R:3:lowdin_charge:R:1
F -3.01205 4.63665 -0.31637 0.089
F -3.75342 2.72034 -0.97162 0.136
F -2.46509 3.77568 -2.38829 0.110
O -2.42705 -4.14722 -2.20540 0.066
O 2.29186 3.46323 1.40207 -0.075
N -2.20314 -2.73571 -0.50430 0.064
N -0.38121 3.40414 0.20835 0.233
N -0.23276 1.08223 0.14885 0.100
N -1.57787 -1.66777 -0.01703 0.126
C -1.69241 -3.51510 -1.46220 -0.487
C 0.33142 2.36821 0.43054 -0.277
C -0.27157 -1.46875 -0.20764 -0.164
C -1.44746 1.44145 -0.35990 -0.010
C 1.21501 -3.51328 0.20200 -0.087
C 1.87746 3.38326 2.77666 -0.097
C -0.25155 -3.36448 -1.83103 -0.044
C 0.37117 -0.24886 0.19835 -0.093
C -1.52314 2.79249 -0.34932 -0.148
C 2.41601 1.12755 0.84655 0.053
C 0.63964 -2.58197 -0.79005 -0.306
C 1.76890 -0.11516 0.33970 0.012
C 1.63480 2.33255 0.92002 -0.233
C -2.67390 3.49363 -1.04726 -0.495
H 0.44078 -4.28237 0.46812 0.105
H 0.12695 -4.35286 -2.07077 0.129
H -3.15810 -2.93232 -0.30876 0.156
H -2.17041 0.77331 -0.88692 0.149
H 2.15201 -3.99979 -0.06597 0.086
H 1.51900 -2.21771 -1.34778 0.134
H 0.83806 3.90616 2.89106 0.130
H 3.46449 1.02949 1.11814 0.113
H -0.30906 -2.82074 -2.80214 0.146
H 2.62898 3.91722 3.35240 0.081
H 1.53484 -3.10556 1.18304 0.090
H 1.87448 2.39470 3.30664 0.105
H 2.42434 -0.97265 0.14024 0.102
```

## Properties
total charge: 0
SMILES: COc1ccc(C2=NNC(=O)C[C@@H]2C)n2cc(C(F)(F)F)nc12
HOMO: -8.3 eV
electronic energy: -1210.300109 hartree
relative energy (zero: lowest compared OMol25 entry of this formula, charge and spin): 46.2 kcal/mol



Formula: H4P4S
Source: the Open Molecules 2025 dataset
Level of theory: ωB97M-V/def2-TZVPD

The geometry in XYZ format:
```
9
Properties=species:S:1:pos:R:3:lowdin_charge:R:1
S 1.46237 2.11290 -1.98824 -0.050
P 0.40313 0.39831 -2.21879 0.075
P 0.40326 -0.54047 -0.24931 -0.113
P -1.69688 -1.17422 -0.03665 0.314
P 0.32135 1.04462 1.26116 0.397
H 1.57496 0.47890 1.92522 -0.112
H 0.89557 2.06484 0.41562 -0.246
H -1.44972 -1.72612 1.31635 -0.150
H -1.91402 -2.65875 -0.42537 -0.116
```

## Properties
total charge: 0
SMILES: PP(P)#P=S
HOMO: -8.5 eV
electronic energy: -1765.935157 hartree
relative energy (zero: lowest compared OMol25 entry of this formula, charge and spin): 12.7 kcal/mol



Formula: C12H26ClN2O9P3S2V
Source: the Open Molecules 2025 dataset
Level of theory: ωB97M-V/def2-TZVPD

The geometry in XYZ format:
```
56
Properties=species:S:1:pos:R:3:mulliken_spin:R:1
V 0.06673 -0.22427 0.18713 1.045
Cl -2.18171 0.00383 -2.23388 -0.002
S 2.20433 -1.04791 -0.50102 -0.014
S 2.79175 0.89192 -0.31233 0.003
P -0.86414 -2.44756 0.37690 -0.008
P 0.59410 -0.76345 2.52108 -0.040
P -1.85300 2.42783 1.19780 0.001
O 3.20504 1.20033 1.03250 0.000
O -2.39176 -0.74530 -3.42029 0.000
O -1.18268 1.28737 0.46958 0.008
O -2.92504 -0.62365 -1.12325 -0.002
O -0.76388 -0.02726 -1.89824 -0.001
O -2.39876 3.57808 0.43570 -0.002
O -2.63335 1.35307 -2.34846 -0.001
O 3.61387 1.32294 -1.39250 0.005
O 1.32821 1.58063 -0.48003 0.014
N -4.05774 1.38134 0.47322 0.000
N 0.53327 3.34215 1.68226 -0.001
C 1.23931 -5.33781 2.44208 0.002
C -0.66216 2.97374 2.46044 -0.001
C 1.96098 -0.09705 3.52721 -0.007
C -2.54227 -2.89980 0.95672 0.012
C -0.78445 -0.67271 3.73889 0.001
C 0.38186 -4.72056 1.54472 -0.007
C -0.75721 -3.43492 -1.15078 0.007
C 1.75052 -3.20074 3.41334 0.002
C 0.89149 -2.57298 2.51653 -0.003
C -3.38357 1.57529 1.80533 0.003
C 1.92804 -4.57564 3.37384 0.000
C 0.20515 -3.34077 1.56650 -0.018
H -0.40957 2.14176 3.11720 -0.001
H 1.14868 2.16369 0.31003 0.002
H 1.37858 -6.41038 2.40706 0.000
H -0.14125 -5.32286 0.81256 0.000
H -4.02134 2.19424 2.43178 0.000
H 0.37428 4.22036 1.19815 0.000
H -2.61852 -3.98175 1.07501 0.000
H -3.21250 0.60120 2.25935 -0.001
H -0.98574 0.35846 4.02924 0.001
H 0.27197 -3.43172 -1.51120 0.001
H 2.90837 -0.29498 3.02860 0.000
H 1.33601 3.46558 2.28859 0.000
H -0.52727 -1.23620 4.63730 -0.001
H -1.09605 -4.46276 -1.01745 -0.001
H 1.96812 -0.49313 4.54366 -0.002
H -1.37922 -2.95008 -1.90467 0.000
H 2.61008 -5.05079 4.06655 0.000
H 1.84924 0.98714 3.57061 0.002
H -1.07443 3.78653 3.06460 0.000
H -5.04535 1.15241 0.55702 0.000
H -3.26576 -2.56711 0.21454 -0.003
H -3.58406 0.63591 -0.09980 0.003
H -1.69022 -1.09834 3.30955 0.001
H 2.30183 -2.61851 4.13933 0.000
H -3.93934 2.26361 -0.05318 0.000
H -2.76824 -2.43308 1.91526 0.000
```

## Properties
total charge: 0
<S²>: 0.76
2S+1: 2
HOMO (alpha / beta): -7.4 / -6.8 eV
electronic energy: -4484.051600 hartree
relative energy (zero: lowest compared OMol25 entry of this formula, charge and spin): 0.0 kcal/mol